{
  "formula": "C27H27BF6O2S3",
  "method": "wB97M-V/def2-TZVPD",
  "elements": ["H", "C", "H", "O", "C", "C", "C", "C", "C", "B", "C", "H", "H", "S", "C", "C", "H", "F", "H", "H", "C", "C", "O", "H", "C", "C", "C", "H", "C", "H", "F", "H", "H", "H", "C", "H", "H", "H", "S", "C", "H", "C", "C", "F", "F", "H", "H", "H", "F", "C", "S", "C", "H", "H", "H", "F", "C", "C", "C", "C", "H", "C", "H", "H", "C", "H"],
  "coordinates": [[-2.26, 1.29, 2.19], [-2.05, 2.74, -1.73], [6.07, 0.24, 0.87], [3.02, -0.85, -1.16], [0.66, -1.93, 5.41], [-2.92, -1.41, 0.15], [5.43, -0.35, 0.20], [-0.37, 1.01, -1.65], [3.29, 0.47, 1.30], [2.57, 0.43, -0.97], [0.07, -2.87, 3.08], [3.90, -1.83, 2.86], [3.78, 1.18, 1.98], [1.89, 2.41, -1.97], [-4.02, -0.85, -0.49], [4.70, -1.47, 2.19], [-2.42, 3.72, -1.40], [-3.99, -1.75, -2.67], [0.58, 1.15, -5.00], [3.65, -2.58, -0.23], [0.17, -1.84, 4.01], [-1.17, -1.21, 1.92], [3.00, 1.21, 0.08], [-0.05, -1.42, 6.08], [4.16, -0.75, 0.97], [-2.34, 0.73, -3.01], [1.51, 1.16, -4.42], [2.68, 2.94, -4.06], [1.08, 0.74, -1.67], [5.36, -0.79, 2.75], [-4.97, -2.93, -1.11], [5.30, -2.33, 1.85], [-5.30, 0.85, -0.73], [5.94, -1.28, -0.10], [-0.71, -2.53, 1.92], [-0.90, -3.24, 1.13], [0.93, 3.22, -4.00], [5.22, 0.23, -0.69], [1.47, -0.17, -3.22], [1.72, 2.51, -3.75], [-2.61, -2.42, -0.12], [-4.75, -1.65, -1.52], [-2.25, -0.65, 1.15], [-4.85, 3.18, -0.06], [-5.46, 2.46, 1.93], [-0.89, -0.83, -2.69], [2.34, 0.16, 1.77], [0.75, -2.97, 5.75], [-3.47, 3.37, 1.65], [-3.81, 1.18, 0.76], [-0.49, -0.38, 3.33], [3.23, -1.61, 0.08], [-3.72, 2.38, -3.05], [-0.27, 2.86, -0.50], [2.26, -1.78, 0.59], [-5.95, -1.10, -1.87], [-4.47, 0.43, -0.19], [-1.18, 0.20, -2.46], [-2.77, 1.99, -2.65], [-2.71, 0.67, 1.42], [1.64, -1.45, 5.53], [-0.85, 2.25, -1.21], [0.54, -3.84, 3.21], [2.34, 0.97, -5.11], [-4.39, 2.55, 1.07], [-2.93, 0.13, -3.71]],
  "spin_multiplicity": 1,
  "gap_ev": 7.6,
  "total_energy_ha": -3014.19879,
  "de_lowest_kcal_mol": 9.6
}

{
  "formula": "C2H9NS",
  "method": "wB97M-V/def2-TZVPD",
  "elements": ["H", "H", "H", "S", "C", "H", "N", "H", "H", "H", "H", "C", "H"],
  "coordinates": [[1.02, -1.09, 0.70], [0.77, -0.04, 2.08], [0.74, 0.03, -1.61], [-1.94, -2.30, 0.30], [1.00, -0.05, 1.01], [-0.46, 1.31, -1.66], [-0.08, 0.63, 0.28], [-0.16, 1.58, 0.63], [1.97, 0.45, 0.93], [1.18, 1.66, -1.27], [-2.22, -2.04, -0.95], [0.39, 0.92, -1.09], [-2.21, -1.05, 0.66]],
  "spin_multiplicity": 1,
  "gap_ev": 10.2,
  "total_energy_ha": -534.50215,
  "smiles": "CNC.S",
  "de_lowest_kcal_mol": 17.3
}

{
  "formula": "C7H11LiO6",
  "method": "wB97M-V/def2-TZVPD",
  "elements": ["C", "O", "H", "O", "H", "H", "C", "O", "C", "C", "C", "H", "H", "C", "H", "H", "H", "Li", "O", "C", "O", "H", "H", "O", "H"],
  "coordinates": [[-0.09, -4.52, -2.96], [-0.82, -3.34, -2.60], [-0.56, -1.35, 0.78], [1.48, 0.93, 0.47], [-0.82, -5.18, -3.43], [-0.63, 1.06, -1.20], [-0.25, -2.51, -1.76], [0.73, 2.20, 2.16], [-0.76, -0.89, -0.19], [-1.07, 0.56, -0.33], [1.99, 2.91, 2.29], [1.27, 4.89, 2.72], [2.75, 4.42, 3.59], [1.77, 4.06, 3.23], [2.30, 3.24, 1.29], [-2.17, 0.49, -0.60], [0.70, -4.25, -3.67], [1.97, -0.69, -0.52], [-1.18, -1.76, -1.17], [0.58, 1.43, 1.11], [-0.71, 1.29, 0.84], [1.18, 3.75, 4.10], [2.74, 2.20, 2.67], [0.94, -2.41, -1.57], [0.34, -4.98, -2.06]],
  "spin_multiplicity": 2,
  "gap_ev": [9.2, 10.9],
  "total_energy_ha": -732.09501,
  "total_charge": 1,
  "de_lowest_kcal_mol": 0.0
}